Entry 1:
DFT (ωB97M-V/def2-TZVPD) results for a molecular structure, C39H50BrClMoN5O4S2Si.

The geometry in XYZ format:
```
104
Properties=species:S:1:pos:R:3:mulliken_charge:R:1
Mo -0.52310 0.29982 -0.48268 0.62
C -2.43602 4.09230 2.98205 -1.55
C -1.22494 3.24802 2.71441 0.46
C -0.15521 3.16159 3.60129 -0.60
C 0.92097 2.35136 3.30624 -0.92
C 0.91122 1.63937 2.11380 0.18
Br 2.41559 0.56544 1.75442 0.00
N -0.10467 1.68340 1.25305 0.91
C -1.14404 2.48228 1.56752 -0.60
H -2.17548 4.98250 3.55263 0.46
H -3.17533 3.53218 3.55780 0.25
H -2.91021 4.40559 2.05262 0.39
H -0.16435 3.72801 4.52470 0.47
H 1.76751 2.26416 3.97027 0.51
H -1.95272 2.49245 0.85042 0.44
S -2.11242 -2.76440 -3.87699 -0.38
C -1.54820 -1.74772 -2.76630 0.75
N -1.12966 -0.99476 -1.96419 -0.94
C -1.71159 2.73069 -2.25670 -1.04
O -1.18264 1.76809 -1.38607 -0.43
H -2.30928 3.45440 -1.69771 0.31
H -2.33904 2.23527 -3.00084 0.32
H -0.89552 3.25225 -2.75998 0.30
O -2.53735 0.10789 0.37130 0.48
S -3.68121 0.13871 -0.66269 0.15
C -4.83608 1.27728 0.06072 0.55
C -5.58708 2.05674 -0.80416 -0.37
C -6.50708 2.95405 -0.27558 -0.76
C -6.65061 3.06566 1.09818 -0.59
C -5.87939 2.28552 1.95465 -0.79
C -4.96435 1.38366 1.44043 0.03
C -4.51650 -1.40874 -0.45466 0.78
C -5.12764 -1.95800 -1.57021 -0.45
C -5.79588 -3.16718 -1.43492 -0.80
C -5.82683 -3.80742 -0.20617 -0.55
C -5.18870 -3.25212 0.89789 -0.71
C -4.52547 -2.04336 0.78037 -0.22
H -5.45918 1.96505 -1.87603 0.43
H -7.10486 3.56552 -0.93754 0.45
H -7.36670 3.76512 1.50841 0.42
H -6.00052 2.37873 3.02589 0.51
H -4.35172 0.77540 2.09337 0.24
H -5.06311 -1.47021 -2.53448 0.48
H -6.27081 -3.61670 -2.29586 0.43
H -6.33962 -4.75487 -0.10801 0.42
H -5.20348 -3.76646 1.84949 0.46
H -4.00554 -1.60840 1.62373 0.06
C 4.84650 1.80145 -6.53181 -1.82
C 5.03514 0.30152 -6.25587 1.68
C 4.29127 -0.49538 -7.33367 -1.86
C 6.53376 -0.00720 -6.37856 -1.80
C 4.52087 -0.04916 -4.81184 2.17
O 5.13458 0.80211 -3.85919 -0.69
C 4.78144 -1.53133 -4.47474 -1.22
C 4.51075 -2.01134 -3.04128 -1.21
C 5.42032 -1.41914 -1.99318 -0.15
C 6.79601 -1.62650 -2.05744 0.03
C 7.65486 -1.06510 -1.12498 -0.89
C 7.12881 -0.28710 -0.10715 0.27
Cl 8.19091 0.43205 1.06336 -0.23
C 5.76384 -0.07932 -0.00955 -1.01
C 4.92030 -0.65038 -0.95010 1.06
C 3.01375 0.29031 -4.75221 -2.18
N 2.47465 0.62138 -3.43472 1.12
C 1.63663 -0.09202 -2.70202 -0.56
N 1.33190 0.57889 -1.59351 0.85
C 1.99876 1.76319 -1.75342 -1.04
N 2.69116 1.82886 -2.85422 -0.91
H 5.44337 2.08606 -7.39866 0.49
H 5.16281 2.40847 -5.68471 0.35
H 3.81324 2.05710 -6.77234 0.40
H 4.65230 -0.19173 -8.31767 0.51
H 3.21548 -0.30870 -7.32143 0.32
H 4.45630 -1.56995 -7.24750 0.36
H 6.89597 0.36371 -7.33767 0.50
H 6.75133 -1.07415 -6.34803 0.38
H 7.12761 0.49130 -5.60833 0.38
H 6.05472 0.53780 -3.74771 0.54
H 5.82693 -1.75125 -4.69296 0.26
H 4.19953 -2.15040 -5.16136 0.53
H 4.64344 -3.09696 -3.04186 0.57
H 3.47391 -1.84792 -2.75413 0.23
H 7.21303 -2.24403 -2.84531 0.44
H 8.72164 -1.23268 -1.17943 0.44
H 5.37768 0.53785 0.79046 0.38
H 3.85197 -0.47516 -0.87846 -0.23
H 2.43055 -0.55747 -5.11038 0.32
H 2.78390 1.14715 -5.37848 0.32
H 1.27168 -1.07020 -2.96734 0.65
H 1.95556 2.56565 -1.03673 0.66
C 1.42267 -2.80672 2.37871 -1.12
Si -0.24952 -2.27716 1.78028 0.36
C -1.15446 -3.64888 0.92129 -0.85
C -1.24656 -1.47838 3.13816 -0.43
O -0.01666 -1.06924 0.61070 -0.17
H 1.31757 -3.66911 3.04224 0.39
H 1.91847 -2.01266 2.93942 0.29
H 2.07403 -3.10168 1.55444 0.29
H -1.54843 -4.37432 1.63661 0.37
H -0.49635 -4.18194 0.23256 0.36
H -1.99050 -3.25622 0.33894 0.09
H -1.75149 -2.22562 3.75422 0.45
H -2.00509 -0.81695 2.71306 -0.34
H -0.60716 -0.88598 3.79692 0.36
```

Values from the calculation:
E_tot in Ha: -6279.1138
HOMO-LUMO gap in eV: 7.295
Relative energy (zero: lowest compared OMol25 entry of this formula, charge and spin) in eV: 0.0129
Strongest force on any atom in eV/A: 0.43
Charge: +1

Entry 2:
DFT (ωB97M-V/def2-TZVPD) results for a molecular structure, C39H50Cl2O3P4Pb.

The geometry in XYZ format:
```
99
Properties=species:S:1:pos:R:3:mulliken_charge:R:1
P -0.86819 0.26103 -3.08472 2.17
C -1.40462 -1.10152 -4.15805 0.51
C -2.62846 -1.03374 -4.82329 -0.09
H -3.30237 -0.20767 -4.64701 0.41
C -2.99570 -2.03664 -5.70633 -0.86
H -3.94945 -1.98039 -6.21238 0.46
C -2.14581 -3.10841 -5.93700 -0.57
H -2.43522 -3.89093 -6.62481 0.43
C -0.92159 -3.17236 -5.28692 -0.94
H -0.25439 -4.00410 -5.46414 0.44
C -0.54565 -2.17310 -4.40409 -0.79
H 0.41497 -2.24132 -3.91486 0.47
C -2.34315 1.26530 -2.75873 0.16
C -3.35750 0.69896 -1.98549 -0.55
H -3.27255 -0.32420 -1.64861 0.61
C -4.47815 1.44385 -1.65781 -0.78
H -5.26298 0.99814 -1.06258 0.48
C -4.59791 2.75362 -2.10499 -0.69
H -5.47855 3.33079 -1.85769 0.47
C -3.59391 3.31518 -2.88140 -0.79
H -3.69109 4.33016 -3.24217 0.46
C -2.46589 2.57686 -3.20827 -0.37
H -1.67755 3.02397 -3.79271 0.43
C 0.27932 1.22127 -4.11202 0.69
C 0.06055 1.36005 -5.48125 -0.72
H -0.82511 0.94388 -5.94165 0.51
C 0.98731 2.03202 -6.26153 -0.73
H 0.81415 2.14339 -7.32286 0.44
C 2.14083 2.55014 -5.68629 -0.68
H 2.86521 3.06623 -6.30115 0.43
C 2.37053 2.38989 -4.32735 -0.87
H 3.27686 2.77456 -3.88030 0.47
C 1.44178 1.72569 -3.54077 0.41
H 1.62174 1.57490 -2.48700 -0.10
Pb 0.71103 -0.93757 1.23510 2.46
C 0.33829 0.85079 2.02476 -1.95
C -0.22696 1.83269 1.27046 0.39
H 0.57176 1.02967 3.07159 0.22
C -0.57094 1.44481 -0.13209 0.93
O -0.13290 2.40451 -1.11573 -0.76
H -0.35789 2.03608 -1.98001 -0.48
C -0.04189 0.03877 -0.38939 -1.30
H -1.65562 1.42789 -0.27030 -0.27
C -0.15856 -0.46653 -1.65037 -0.05
Cl 1.04845 -2.99837 -0.08224 -0.32
P 3.00225 -0.44365 0.84360 1.11
P -1.39910 -1.83122 1.85009 1.01
C 4.11341 -1.83849 1.21964 -1.20
H 3.84757 -2.67968 0.58745 0.38
H 3.96510 -2.13128 2.25392 0.22
H 5.15278 -1.56156 1.05622 0.54
C 3.48553 0.01915 -0.85891 -1.40
H 3.16901 1.03925 -1.06260 0.32
H 2.98814 -0.64966 -1.55577 0.29
H 4.56213 -0.04879 -0.99891 0.64
C 3.66505 0.92311 1.86159 -1.30
H 3.46677 0.69233 2.90456 0.32
H 3.15126 1.84729 1.60676 0.24
H 4.73525 1.05340 1.71643 0.51
C -1.28088 -3.28740 2.93839 -1.32
H -0.99104 -2.95878 3.93106 0.34
H -0.50574 -3.94481 2.55761 0.29
H -2.23048 -3.81654 2.98277 0.60
C -2.46687 -0.67569 2.78220 -1.21
H -2.69425 0.18613 2.15891 0.17
H -1.91581 -0.33735 3.65547 0.32
H -3.39467 -1.14659 3.09952 0.53
C -2.46409 -2.40287 0.48107 -1.03
H -1.83807 -2.88125 -0.26732 0.33
H -2.95505 -1.54895 0.02368 0.06
H -3.21723 -3.10637 0.82976 0.64
P -0.66306 3.42156 1.85151 1.44
C -0.60258 3.48478 3.65732 -1.37
C -2.34033 3.86381 1.32139 -1.21
H 0.40748 3.28850 4.00472 0.43
H -1.26976 2.73907 4.07867 0.43
H -0.90339 4.47212 3.99824 0.47
H -2.36883 3.92721 0.23701 0.26
H -2.63483 4.82207 1.74170 0.49
H -3.03878 3.09766 1.64575 0.39
C 0.40949 4.75776 1.24728 -1.31
H 1.44637 4.50700 1.45387 0.42
H 0.16508 5.70076 1.73154 0.49
H 0.27504 4.85321 0.17430 0.32
H 0.11633 -1.49915 -1.80264 0.04
Cl 4.27626 -5.80295 7.64200 -0.18
C 3.44569 -4.62232 6.64497 0.26
C 2.74954 -3.56344 7.23826 -0.70
C 2.08679 -2.61951 6.44316 -0.34
C 2.11284 -2.72885 5.04344 0.49
C 2.81575 -3.80460 4.45824 -0.11
C 3.47806 -4.74070 5.25476 -0.90
C 1.41950 -1.74446 4.17874 -0.02
O 0.75364 -0.73675 4.69239 -0.70
O 1.46098 -1.94476 2.88071 0.03
H 2.72227 -3.47176 8.31578 0.43
H 1.55459 -1.80863 6.92264 0.48
H 2.85761 -3.92762 3.38340 0.37
H 4.01503 -5.55799 4.78807 0.43
```

Values from the calculation:
E_tot in Ha: -4219.8800
HOMO-LUMO gap in eV: 7.367
Relative energy (zero: lowest compared OMol25 entry of this formula, charge and spin) in eV: 1.9800
Strongest force on any atom in eV/A: 7.45
Charge: +2

Entry 3:
DFT (ωB97M-V/def2-TZVPD) results for a molecular structure, C39H50N10PSSr.

The geometry in XYZ format:
```
102
Properties=species:S:1:pos:R:3:mulliken_charge:R:1
Sr 0.19563 0.50471 -0.27185 2.09
C 1.63429 -0.88381 5.47300 -0.81
N 0.76601 -0.68157 4.32037 0.38
C -0.54978 -1.04057 4.25577 -0.77
C -0.98147 -0.69376 3.00816 -0.73
N 0.04658 -0.12400 2.31097 1.14
C 1.09643 -0.12886 3.12115 -1.03
P 2.80006 0.40701 2.76694 -0.59
C 3.17894 -0.60736 1.30120 -0.64
N 2.56188 -0.58273 0.13235 1.17
C 3.18325 -1.50339 -0.66145 -0.94
C 4.19207 -2.09685 0.04319 -0.90
N 4.18528 -1.52285 1.28462 0.30
C 5.07151 -1.88222 2.38286 -0.83
C 2.50425 2.02821 1.98935 -0.75
N 1.63752 2.33819 1.03692 1.09
C 1.79558 3.67204 0.79269 -0.84
C 2.76971 4.17607 1.60573 -0.84
N 3.21446 3.12897 2.36008 0.23
C 4.25438 3.21040 3.37868 -0.83
H 1.04754 -1.34046 6.26469 0.33
H 2.02961 0.06567 5.82698 0.32
H 2.45945 -1.54703 5.22049 0.27
H -1.05440 -1.51286 5.08056 0.48
H -1.95647 -0.84939 2.57454 0.35
H 2.86221 -1.67862 -1.67696 0.58
H 4.90173 -2.86011 -0.22535 0.44
H 5.80636 -2.59086 2.01203 0.31
H 4.51017 -2.34975 3.19037 0.30
H 5.58771 -1.00312 2.76157 0.34
H 1.21287 4.18868 0.04766 0.55
H 3.17894 5.16594 1.70901 0.45
H 4.66976 4.21370 3.36228 0.32
H 5.04888 2.49797 3.17015 0.32
H 3.84168 3.01292 4.36574 0.31
C 0.63223 -4.96300 -0.12031 -1.78
C 0.44623 -3.68151 0.69435 2.01
C 1.25093 -3.74494 1.99302 -1.25
C -1.02400 -3.39343 0.93194 0.46
C -1.72848 -4.06214 1.92563 -0.70
C -3.06393 -3.78110 2.16876 -1.72
C -3.70954 -2.81368 1.41703 -0.37
C -3.04562 -2.12880 0.40317 0.37
C -3.77061 -1.05230 -0.38526 1.48
C -4.25508 0.07659 0.52778 -1.41
C -4.92999 -1.63715 -1.19310 -1.77
C -1.70208 -2.44367 0.15243 -0.42
N -0.97878 -1.68730 -0.80516 2.00
C -0.83656 -2.12728 -2.01533 -0.96
C -0.11944 -1.40916 -3.00371 -1.00
C 0.14714 -1.76483 -4.33240 -1.72
C 0.91027 -0.73135 -4.86431 -1.02
C 1.07361 0.21312 -3.83175 -0.89
N 0.45705 -0.18503 -2.71076 1.44
C 1.82164 1.52557 -3.91281 2.91
C 3.26498 1.26742 -4.36162 -1.79
C 1.13105 2.44503 -4.92825 -1.85
C 1.84936 2.22189 -2.55193 -1.39
H 1.69146 -5.15362 -0.30798 0.43
H 0.12375 -4.89587 -1.08309 0.32
H 0.22175 -5.82336 0.41298 0.38
H 0.84673 -2.85554 0.10476 -0.70
H 0.97476 -4.60816 2.60158 0.48
H 1.09772 -2.84661 2.59529 0.11
H 2.31650 -3.83587 1.76352 0.34
H -1.22706 -4.81470 2.52251 0.40
H -3.60041 -4.31538 2.94238 0.40
H -4.75145 -2.59108 1.61622 0.40
H -3.05893 -0.62562 -1.09435 -0.43
H -5.00208 -0.28010 1.23971 0.42
H -4.71415 0.87779 -0.05641 0.42
H -3.43108 0.50862 1.10216 0.16
H -5.67880 -2.08451 -0.53641 0.33
H -4.58161 -2.41156 -1.87793 0.39
H -5.42275 -0.85830 -1.77828 0.46
H -1.27830 -3.08515 -2.30467 0.52
H -0.17955 -2.66583 -4.83007 0.52
H 1.29857 -0.66226 -5.86877 0.55
H 3.28921 0.77038 -5.33164 0.40
H 3.78478 0.62774 -3.64474 0.30
H 3.81530 2.20754 -4.44783 0.45
H 1.10227 1.98190 -5.91490 0.41
H 1.66213 3.39659 -5.01253 0.46
H 0.10107 2.64989 -4.62598 0.30
H 2.34226 1.59901 -1.79822 0.09
H 0.83546 2.47608 -2.21961 -0.16
H 2.40922 3.15759 -2.61723 0.73
N -5.43869 5.23593 -2.36096 -0.34
C -5.26365 4.69971 -1.14413 -0.10
S -6.33152 4.85254 0.08793 -0.30
C -4.00884 3.90137 -0.98637 0.68
C -3.55351 3.06068 -1.99535 -0.95
C -2.41755 2.30093 -1.77143 -0.51
N -1.72316 2.35402 -0.63374 0.76
C -2.15583 3.17730 0.32764 -0.84
C -3.28946 3.95445 0.20216 -0.78
H -6.26717 5.78175 -2.53240 0.23
H -4.71322 5.22666 -3.05716 0.20
H -4.09252 2.95236 -2.92724 0.46
H -2.05227 1.61090 -2.52695 0.45
H -1.57402 3.19450 1.24326 0.51
H -3.62836 4.58400 1.01233 0.45
```

Values from the calculation:
E_tot in Ha: -2833.9678
HOMO-LUMO gap in eV: 6.667
Relative energy (zero: lowest compared OMol25 entry of this formula, charge and spin) in eV: 0.0000
Strongest force on any atom in eV/A: 0.30
Charge: +1

Entry 4:
DFT (ωB97M-V/def2-TZVPD) results for a molecular structure, C39H50N4O5S2Se2W.

The geometry in XYZ format:
```
103
Properties=species:S:1:pos:R:3:mulliken_charge:R:1
W 0.17370 -0.66178 0.64602 1.96
O -0.24293 -2.45683 0.69513 -0.24
C -0.11873 -3.30468 1.78091 0.66
C -0.38921 -4.65401 1.72159 -0.32
C -0.29439 -5.35974 2.91529 -0.74
C 0.04325 -4.71397 4.10065 -0.83
C 0.32026 -3.35078 4.12215 -0.49
C 0.25155 -2.64175 2.93511 -0.99
C 0.64069 -1.23162 2.67179 0.16
N 1.79402 -1.21897 1.88203 0.19
N 2.69213 -0.17775 2.14359 -0.85
C 2.19148 0.97094 1.88580 -0.27
O 0.97235 1.03025 1.32837 0.39
C 2.95765 2.20696 2.13949 0.21
C 2.32785 3.43856 2.31679 0.38
C 3.11658 4.56403 2.55225 -0.76
C 4.49736 4.46925 2.61027 -0.63
C 5.11190 3.23218 2.46013 -0.80
C 4.34589 2.10493 2.22091 -0.64
H -0.68750 -5.12501 0.79365 0.57
H -0.49893 -6.42184 2.92398 0.50
H 0.10161 -5.28416 5.01768 0.46
H 0.60639 -2.86062 5.04371 0.58
H 0.62782 -0.50568 3.48156 0.89
H 1.28477 3.46373 2.61827 0.31
H 2.64298 5.52996 2.67699 0.49
H 5.09041 5.35407 2.79887 0.44
H 6.18799 3.14660 2.52891 0.44
H 4.81188 1.13586 2.10322 0.45
O -1.48502 0.40764 1.52439 0.15
S -1.97788 1.66427 2.26012 0.03
C -3.67279 1.97285 1.61636 -1.14
C -3.81861 1.55789 0.15656 1.07
C -4.40851 0.16575 -0.00856 -0.90
C -4.14047 -0.41517 -1.39092 -1.06
S -2.62438 -1.40854 -1.45882 0.09
O -1.57451 -0.58606 -0.68575 -1.00
C -3.27176 -2.72920 -0.45570 1.62
C -3.69501 -3.84053 -1.17476 -0.67
C -4.31477 -4.88433 -0.50330 -0.78
C -4.49628 -4.81197 0.87022 -0.69
C -4.05923 -3.70051 1.57915 -1.10
C -3.43826 -2.65172 0.92060 -0.34
C -1.32380 3.13368 1.49546 0.78
C -0.94635 3.20841 0.16110 0.72
C -0.47098 4.42103 -0.31400 -0.69
C -0.62523 5.58233 0.44121 -0.90
C -1.03536 5.50007 1.76446 -0.58
C -1.32130 4.25525 2.31643 -0.52
H -3.75256 3.05115 1.73248 0.53
H -4.39130 1.50024 2.28692 0.62
H -2.84401 1.62049 -0.32418 -1.15
H -4.46684 2.27184 -0.35537 0.69
H -5.48468 0.21923 0.16676 0.59
H -4.01515 -0.51229 0.74501 -0.05
H -4.07674 0.34236 -2.17437 0.51
H -4.89182 -1.14760 -1.69302 0.66
H -3.54231 -3.89233 -2.24623 0.44
H -4.65406 -5.75103 -1.05393 0.50
H -4.97636 -5.62857 1.39301 0.45
H -4.19552 -3.65183 2.65155 0.51
H -3.10160 -1.78492 1.47245 0.08
H -1.02489 2.35386 -0.49486 -0.65
H -0.16912 4.49612 -1.35241 0.48
H -0.38967 6.54346 0.00418 0.48
H -1.14482 6.39222 2.36531 0.47
H -1.56197 4.16789 3.37030 0.53
C 3.98926 -1.70257 0.05355 -1.26
Se 2.34700 -1.65271 -0.98945 0.58
C 2.21591 -3.61272 -0.94712 -0.29
C 1.50002 -4.24701 -2.13118 -1.17
Se -0.03060 -3.25949 -2.80960 0.43
C 0.54461 -3.06161 -4.65346 -1.20
H 3.78905 -2.06979 1.05337 0.36
H 4.40506 -0.70073 0.09397 0.22
H 4.66375 -2.36133 -0.48860 0.57
H 1.78683 -3.87164 0.01879 -0.04
H 3.24989 -3.95449 -0.95068 0.64
H 1.18596 -5.25551 -1.86964 0.49
H 2.18042 -4.31800 -2.97811 0.50
H 0.65546 -4.03630 -5.11999 0.39
H 1.47742 -2.50470 -4.69736 0.33
H -0.23787 -2.50849 -5.16894 0.36
C 2.45294 3.52995 -2.73687 -1.26
N 2.22276 2.25901 -2.06272 0.53
C 3.29187 1.81018 -1.18735 0.00
C 1.09311 1.52799 -2.19948 -0.81
O 0.74406 0.68025 -1.34499 0.26
N 0.31976 1.75897 -3.29960 0.32
C -1.05531 1.29869 -3.29630 -0.07
C 0.89602 1.94666 -4.62771 -1.24
H 2.86590 4.22996 -2.00983 0.38
H 1.51670 3.93408 -3.11036 0.43
H 3.16159 3.44447 -3.56251 0.34
H 4.07901 1.30451 -1.75316 0.25
H 2.89696 1.13559 -0.43667 -0.84
H 3.72637 2.66895 -0.67756 0.43
H -1.40103 1.18704 -2.27450 -0.78
H -1.15369 0.33161 -3.80266 0.30
H -1.67847 2.02667 -3.81814 0.42
H 1.97706 1.85140 -4.59413 0.39
H 0.63469 2.91532 -5.05588 0.33
H 0.51262 1.16623 -5.28810 0.39
```

Values from the calculation:
E_tot in Ha: -7777.1336
HOMO-LUMO gap in eV: 6.883
Relative energy (zero: lowest compared OMol25 entry of this formula, charge and spin) in eV: 1.1246
Strongest force on any atom in eV/A: 1.48
Charge: +2